Entry one
C4H12NOS | ωB97M-V/def2-TZVPD

Each line ends with the Löwdin charge.
Element x y z (Å)
S: 1.7011 2.9553 -0.2774  0.016
O: -1.4930 -2.9298 0.5643  -0.086
N: -0.5875 -0.5082 -0.9943  -0.131
C: 0.2975 -0.7272 0.1469  -0.292
C: 1.5247 0.1836 0.2446  -0.306
C: 1.2417 1.5418 0.8822  -0.725
C: -1.4293 0.6719 -0.8835  -0.142
H: 0.5929 -1.7767 0.1393  0.093
H: 0.2572 1.7783 1.2718  0.021
H: 2.0142 1.8217 1.5970  -0.010
H: -2.2143 0.4351 -0.1460  0.070
H: -1.5792 -2.0222 0.8619  0.001
H: 1.9860 0.3371 -0.7360  0.060
H: -0.0018 -0.4691 -1.8189  0.100
H: -0.2333 -0.5805 1.0959  0.106
H: -2.0764 0.7603 -1.7586  0.070
H: -0.9686 1.6113 -0.5767  0.040
H: 2.3671 -0.2821 0.7733  0.093
H: -1.3990 -2.8006 -0.3858  0.023

Summary:
HOMO energy = -2.35 eV
net charge = -1
2S+1 = 1
HOMO-LUMO gap = 0.2181 Ha

=====

Entry two
C4H12NOS | ωB97M-V/def2-TZVPD

Each line ends with the Löwdin charge.
Element x y z (Å)
S: -1.3057 -2.5656 -0.4123  0.073
O: 2.3940 -1.3914 -1.1317  -0.104
N: 0.6938 0.4904 0.2108  -0.117
C: -1.0153 -0.8354 -1.0483  -0.719
C: -1.6151 1.3957 0.0068  -0.082
C: -0.7277 0.1190 0.0966  -0.516
C: 1.2658 0.2754 1.5316  -0.127
H: 0.8997 1.3928 -0.1956  0.105
H: 1.6643 -0.7517 -1.1006  -0.021
H: -2.6797 1.2042 0.1476  0.066
H: -0.1801 -0.8082 -1.7674  0.032
H: 1.6725 1.1831 2.0040  0.064
H: -1.3544 2.2324 0.6592  0.057
H: 2.1673 -0.3410 1.4122  0.063
H: -1.0332 -0.3934 1.0038  0.066
H: -1.5241 1.7386 -1.0327  0.064
H: 1.9212 -2.1793 -0.8920  -0.003
H: -1.8308 -0.5465 -1.7080  0.027
H: 0.5875 -0.2193 2.2159  0.073

Summary:
HOMO energy = -2.57 eV
net charge = -1
2S+1 = 1
HOMO-LUMO gap = 0.2290 Ha

=====

Entry three
C4H12NOS | ωB97M-V/def2-TZVPD

Each line ends with the Löwdin charge.
Element x y z (Å)
S: 1.6057 -0.4218 -0.0381  0.168
O: 2.0259 1.6190 -3.3066  -0.117
N: -1.2271 0.3452 1.6404  -0.103
C: 0.0087 -1.2962 0.1389  -0.740
C: -0.6554 1.6966 1.4403  -0.181
C: -2.4463 -1.3960 0.4861  -0.104
C: -1.2259 -0.4629 0.3890  -0.527
H: 2.7982 1.0805 -3.0741  0.020
H: 1.6628 1.7344 -2.4140  -0.004
H: -2.5519 -1.9684 -0.4363  0.062
H: -0.1766 -1.9612 -0.7112  0.041
H: -3.3206 -0.8139 0.7950  0.061
H: -0.7712 2.2704 2.3610  0.058
H: -0.4444 -0.0935 2.1507  0.085
H: 0.1451 -1.9918 0.9772  0.037
H: 0.3715 1.6411 1.0752  -0.004
H: -1.2075 2.2184 0.6510  0.063
H: -1.4679 0.2227 -0.4286  0.121
H: -2.2364 -2.0961 1.3037  0.065

Summary:
HOMO energy = -2.79 eV
net charge = -1
2S+1 = 1
HOMO-LUMO gap = 0.2469 Ha

=====

Energetically preferred structure: entry three | next structure: +0.297 eV